{"formula": "C26H20N5O6Pd", "method": "ωB97M-V with the def2-TZVPD basis set", "s_squared": 6.02, "charge": 1, "homo_energy_ev": [-11.39, -11.38], "e_above_lowest_ev": 0.550, "total_energy_ha": -1855.5932, "orbital_gap_ev": [8.283, 5.196], "spin_multiplicity": 5, "symbols": ["Pd", "O", "C", "O", "C", "C", "C", "N", "C", "C", "C", "O", "O", "H", "H", "H", "C", "N", "C", "C", "N", "C", "H", "H", "H", "H", "H", "H", "O", "C", "N", "C", "C", "O", "N", "C", "C", "C", "C", "C", "C", "C", "C", "C", "C", "C", "C", "H", "H", "H", "H", "H", "H", "H", "H", "H", "H", "H"], "positions_angstrom": [[0.0094, 0.1334, -0.5352], [2.4120, -1.6076, 6.4087], [3.3926, -1.4382, 5.8124], [4.4207, -1.2835, 5.2985], [2.1697, -0.9185, 3.6867], [0.8044, -0.9239, 3.7544], [0.1553, -0.6653, 2.5522], [0.8396, -0.4426, 1.4336], [2.1738, -0.4369, 1.4299], [2.9225, -0.6788, 2.5700], [2.8256, -0.1345, 0.1064], [4.0102, -0.1039, -0.0455], [1.9670, 0.0917, -0.8932], [0.2571, -1.1054, 4.6687], [-0.9240, -0.6217, 2.4875], [4.0038, -0.6644, 2.5428], [-4.2968, -3.1164, -1.8375], [-2.9091, -2.7289, -1.5898], [-1.7906, -3.4593, -1.9113], [-0.7193, -2.7225, -1.5204], [-1.1836, -1.5551, -0.9574], [-2.5033, -1.5860, -1.0265], [-4.3007, -4.1056, -2.2844], [-4.7623, -2.4133, -2.5236], [-4.8476, -3.1475, -0.9008], [-1.8564, -4.4234, -2.3835], [0.3302, -2.9474, -1.5972], [-3.1713, -0.8127, -0.6845], [-1.2700, 1.5529, -1.9145], [-1.4581, 2.2182, -0.8782], [-2.0733, 3.3785, -0.6826], [-1.9997, 3.7972, 0.7287], [-1.2147, 2.5936, 1.3375], [-0.8921, 2.4318, 2.4829], [-0.9702, 1.7130, 0.3005], [-1.2341, 5.1158, 0.8728], [-0.4307, 5.3708, 1.9775], [0.2065, 6.5978, 2.1059], [0.0435, 7.5796, 1.1425], [-0.7692, 7.3337, 0.0456], [-1.4065, 6.1106, -0.0852], [-3.3964, 3.9224, 1.3437], [-4.4608, 4.3439, 0.5530], [-5.7187, 4.5307, 1.1052], [-5.9253, 4.3021, 2.4573], [-4.8654, 3.8916, 3.2507], [-3.6046, 3.7051, 2.7013], [-2.4011, 3.9475, -1.4433], [-0.3027, 4.6207, 2.7445], [0.8325, 6.7828, 2.9688], [0.5429, 8.5335, 1.2458], [-0.9124, 8.0956, -0.7090], [-2.0497, 5.9584, -0.9438], [-4.3270, 4.5374, -0.5038], [-6.5353, 4.8617, 0.4772], [-6.9055, 4.4504, 2.8904], [-5.0142, 3.7215, 4.3089], [-2.7832, 3.4061, 3.3367]], "forces_ev_per_a": [[0.10, 0.00, 0.47], [-0.14, 0.00, -0.08], [0.43, -0.11, 0.66], [-0.02, 0.01, -0.12], [-0.25, 0.11, -0.43], [0.04, 0.00, -0.01], [-0.01, 0.02, 0.02], [0.00, -0.15, -0.04], [0.02, 0.02, -0.03], [-0.02, 0.00, 0.06], [-0.06, -0.05, -0.10], [0.03, -0.03, 0.04], [0.05, 0.13, -0.08], [-0.02, 0.00, -0.01], [0.00, -0.01, -0.01], [0.00, 0.00, -0.03], [0.05, 0.00, 0.01], [-0.01, -0.01, -0.02], [-0.03, 0.00, 0.00], [0.01, -0.03, 0.09], [0.01, -0.03, -0.13], [-0.01, 0.01, 0.04], [-0.01, 0.00, 0.00], [-0.01, 0.00, 0.00], [-0.01, 0.00, 0.00], [0.01, 0.00, 0.00], [0.00, 0.01, -0.01], [0.01, 0.01, -0.02], [-0.10, 0.13, -0.12], [0.06, -0.06, -0.12], [0.00, 0.03, 0.07], [-0.03, 0.06, -0.06], [0.06, -0.07, -0.01], [-0.01, 0.01, 0.01], [-0.16, 0.05, -0.10], [0.03, -0.04, 0.04], [-0.01, 0.03, 0.01], [0.00, -0.01, 0.01], [0.01, 0.00, 0.00], [-0.01, -0.01, 0.01], [0.01, 0.01, -0.02], [0.01, -0.02, 0.01], [-0.02, -0.04, -0.02], [0.01, 0.01, 0.01], [-0.01, 0.00, 0.00], [0.01, 0.00, 0.00], [0.00, 0.07, 0.02], [-0.01, 0.00, 0.01], [0.01, 0.00, -0.01], [0.00, 0.00, 0.00], [0.00, 0.00, 0.00], [0.00, 0.00, 0.00], [0.00, 0.00, 0.00], [0.00, -0.01, 0.00], [0.00, 0.00, 0.00], [0.00, 0.00, 0.00], [0.00, 0.00, 0.00], [0.00, -0.01, -0.01]], "nbo_charge": [1.47, -0.51, 1.02, -0.50, 0.23, -0.33, 0.09, -0.47, 0.10, -0.29, 0.73, -0.50, -0.61, 0.27, 0.22, 0.29, -0.41, -0.30, -0.05, -0.08, -0.54, 0.21, 0.23, 0.23, 0.23, 0.24, 0.24, 0.23, -0.66, 0.76, -0.59, -0.04, 0.70, -0.56, -0.69, 0.04, -0.23, -0.19, -0.20, -0.18, -0.24, 0.04, -0.23, -0.20, -0.20, -0.19, -0.23, 0.43, 0.24, 0.22, 0.23, 0.22, 0.20, 0.20, 0.22, 0.22, 0.22, 0.24]}

***

{"formula": "C26H21FN4O2", "method": "ωB97M-V with the def2-TZVPD basis set", "smiles": "O=C(NCc1ccccc1)[C@H](c1cccnc1)N(C(=O)c1ccccn1)c1ccccc1F", "homo_energy_ev": -8.87, "e_above_lowest_ev": 0.074, "total_energy_ha": -1472.7912, "orbital_gap_ev": 9.182, "symbols": ["O", "C", "N", "H", "C", "C", "C", "C", "C", "C", "C", "H", "H", "H", "H", "H", "H", "H", "C", "C", "C", "N", "C", "C", "C", "H", "H", "H", "H", "N", "C", "O", "C", "N", "C", "C", "C", "C", "H", "H", "H", "H", "C", "C", "C", "C", "C", "C", "F", "H", "H", "H", "H", "H"], "positions_angstrom": [[-2.6379, 0.4478, 2.2311], [-1.7898, -0.2209, 1.6925], [-2.0472, -1.2405, 0.8428], [-1.2789, -1.6619, 0.3414], [-3.3425, -1.3776, 0.1978], [-3.2824, -0.8096, -1.1963], [-2.8251, -1.5905, -2.2501], [-2.7047, -1.0532, -3.5196], [-3.0335, 0.2736, -3.7431], [-3.4806, 1.0598, -2.6936], [-3.6023, 0.5217, -1.4251], [-3.9329, 1.1362, -0.6024], [-3.7283, 2.0970, -2.8636], [-2.9379, 0.6947, -4.7339], [-2.3488, -1.6687, -4.3333], [-2.5615, -2.6248, -2.0769], [-4.0581, -0.8303, 0.8138], [-3.6073, -2.4393, 0.1770], [-0.2860, -0.1189, 2.0580], [-0.0166, 1.0800, 2.9272], [0.6308, 0.9372, 4.1502], [0.9095, 1.9446, 4.9562], [0.5364, 3.1583, 4.5868], [-0.1302, 3.4181, 3.3996], [-0.4107, 2.3597, 2.5513], [-0.9334, 2.5137, 1.6210], [-0.4266, 4.4235, 3.1440], [0.7848, 3.9519, 5.2795], [0.9425, -0.0397, 4.5032], [0.5384, -0.1271, 0.8457], [0.1366, 0.5834, -0.2417], [-0.9192, 1.1873, -0.2683], [1.0590, 0.5848, -1.4153], [2.3662, 0.5290, -1.1909], [3.1786, 0.5553, -2.2302], [2.7351, 0.6297, -3.5430], [1.3695, 0.6952, -3.7736], [0.5087, 0.6815, -2.6898], [-0.5626, 0.7345, -2.8029], [0.9818, 0.7576, -4.7798], [3.4406, 0.6394, -4.3591], [4.2333, 0.5115, -1.9920], [1.6935, -0.9377, 0.8653], [2.7222, -0.7178, 1.7726], [3.8210, -1.5580, 1.7988], [3.9099, -2.6285, 0.9252], [2.8883, -2.8748, 0.0229], [1.7938, -2.0368, 0.0142], [0.7738, -2.2880, -0.8444], [2.9245, -3.7075, -0.6615], [4.7712, -3.2776, 0.9451], [4.6154, -1.3709, 2.5044], [2.6551, 0.1229, 2.4448], [-0.0356, -1.0294, 2.6183]], "forces_ev_per_a": [[-0.22, 0.25, 0.09], [0.40, -0.47, 0.23], [-0.11, -0.43, -0.15], [0.10, 0.13, 0.11], [-0.02, 0.03, 0.05], [-0.12, -0.06, 0.05], [-0.04, 0.04, 0.05], [0.07, -0.03, -0.12], [-0.01, 0.01, -0.11], [-0.02, 0.08, 0.00], [-0.06, -0.08, -0.07], [-0.03, 0.08, 0.12], [-0.02, 0.09, -0.01], [-0.01, 0.03, -0.07], [0.01, -0.05, -0.07], [0.00, -0.13, 0.02], [0.02, -0.15, -0.07], [-0.08, 0.14, 0.00], [-0.34, 0.40, 0.16], [0.00, 0.00, 0.17], [-0.20, -0.18, -0.39], [0.26, 0.03, 0.51], [-0.05, 0.19, -0.05], [0.03, -0.14, -0.10], [0.07, 0.10, 0.15], [-0.06, 0.01, -0.04], [-0.02, 0.09, 0.00], [-0.03, 0.13, -0.01], [-0.01, -0.15, -0.07], [-0.05, -0.18, 0.22], [0.08, 0.10, -0.05], [0.07, 0.16, -0.06], [0.01, 0.17, -0.69], [-0.15, 0.26, 0.23], [0.23, 0.02, -0.27], [-0.10, -0.01, 0.03], [0.06, -0.01, 0.09], [0.05, -0.02, 0.20], [-0.10, 0.02, -0.01], [-0.03, 0.00, -0.07], [0.07, 0.00, -0.05], [0.12, 0.02, -0.10], [0.35, -0.69, 0.02], [-0.15, -0.12, -0.14], [0.05, 0.02, 0.09], [-0.01, 0.04, -0.05], [-0.18, 0.06, -0.09], [-0.01, 0.00, 0.38], [0.10, 0.06, 0.08], [-0.02, -0.08, -0.08], [0.08, -0.06, 0.00], [0.07, 0.02, 0.07], [0.01, 0.12, 0.02], [-0.04, 0.16, -0.15]], "nbo_charge": [-0.61, 0.71, -0.62, 0.40, -0.25, -0.05, -0.22, -0.22, -0.23, -0.21, -0.13, 0.22, 0.21, 0.21, 0.21, 0.21, 0.24, 0.20, -0.14, -0.08, 0.03, -0.42, 0.04, -0.25, -0.13, 0.25, 0.22, 0.19, 0.19, -0.46, 0.67, -0.61, 0.08, -0.42, 0.04, -0.24, -0.19, -0.15, 0.24, 0.22, 0.22, 0.20, 0.09, -0.19, -0.21, -0.20, -0.29, 0.44, -0.34, 0.23, 0.22, 0.22, 0.23, 0.24]}

***

{"formula": "C26H21IN8PdS2", "method": "ωB97M-V with the def2-TZVPD basis set", "charge": 2, "homo_energy_ev": -14.00, "e_above_lowest_ev": 0.428, "total_energy_ha": -2662.9212, "orbital_gap_ev": 7.165, "symbols": ["Pd", "C", "C", "N", "C", "C", "N", "C", "C", "C", "C", "C", "N", "C", "C", "N", "C", "C", "N", "C", "C", "C", "N", "C", "C", "H", "H", "H", "H", "H", "H", "H", "H", "H", "H", "H", "H", "S", "C", "N", "C", "C", "S", "H", "H", "H", "H", "H", "I", "C", "C", "C", "C", "C", "N", "H", "H", "H", "H"], "positions_angstrom": [[0.7042, -0.4728, -1.1515], [-3.0658, -2.9620, -1.1828], [-1.8232, -2.4876, -1.6040], [-1.0238, -1.8470, -0.7670], [-1.4367, -1.6784, 0.5118], [-2.6963, -2.1372, 0.8952], [-3.4984, -2.7648, 0.0503], [-0.4782, -1.0540, 1.4406], [-0.5616, -1.0965, 2.8216], [0.4939, -0.6049, 3.5988], [1.6391, -0.1524, 2.9366], [1.6696, -0.1356, 1.5524], [0.5953, -0.5164, 0.8477], [2.8547, 0.1480, 0.7187], [4.0139, 0.7530, 1.1978], [5.0784, 0.9293, 0.4336], [5.0210, 0.5047, -0.8151], [3.8630, -0.0694, -1.3383], [2.7924, -0.2457, -0.5805], [0.4290, -0.6225, 5.0669], [1.0220, 0.3924, 5.8162], [0.9268, 0.3407, 7.2004], [0.3096, -0.6372, 7.8431], [-0.2472, -1.6092, 7.1393], [-0.2234, -1.6469, 5.7513], [-3.7160, -3.4987, -1.8617], [-1.4713, -2.6220, -2.6194], [-3.0745, -1.9810, 1.8978], [-1.4328, -1.5195, 3.2999], [2.5166, 0.1232, 3.5030], [4.0786, 1.1175, 2.2151], [5.9017, 0.6304, -1.4318], [3.7991, -0.3834, -2.3718], [1.5199, 1.2323, 5.3495], [1.3642, 1.1220, 7.8103], [-0.7327, -2.3977, 7.7012], [-0.6729, -2.4864, 5.2377], [1.1459, -0.9828, -3.3564], [0.3665, -0.1465, -4.6141], [0.7208, -0.3881, -5.8639], [-0.0891, 0.2152, -6.9184], [-0.7700, 1.4189, -6.2750], [-0.8825, 1.0349, -4.4935], [1.4196, -1.0883, -6.0703], [-0.8131, -0.5193, -7.2790], [0.5537, 0.5163, -7.7436], [-1.7729, 1.5801, -6.6615], [-0.1896, 2.3320, -6.3912], [1.2197, 2.6749, -1.4378], [-0.8411, 2.4239, -1.1871], [-1.6742, 3.5226, -1.0399], [-3.0317, 3.2914, -0.8964], [-3.4981, 1.9855, -0.9080], [-2.5831, 0.9599, -1.0608], [-1.2687, 1.1638, -1.1991], [-1.2718, 4.5249, -1.0360], [-3.7148, 4.1217, -0.7814], [-4.5503, 1.7644, -0.8033], [-2.9134, -0.0699, -1.0961]], "forces_ev_per_a": [[0.26, -1.07, 0.41], [0.15, 0.01, -0.08], [-0.04, -0.04, -0.08], [-0.10, 0.47, 0.43], [-0.41, -0.29, -0.21], [0.38, 0.16, -0.01], [-0.24, -0.11, -0.01], [0.11, 0.05, 0.09], [0.06, 0.08, -0.06], [-0.04, -0.04, -0.36], [0.00, 0.00, -0.13], [-0.05, -0.02, -0.03], [0.11, -0.07, -0.38], [0.40, 0.03, -0.09], [-0.42, -0.21, -0.02], [0.30, 0.13, 0.01], [-0.13, -0.12, -0.10], [0.10, -0.09, -0.07], [-0.45, 0.59, 0.44], [-0.01, 0.00, 0.37], [-0.05, -0.04, -0.01], [0.05, 0.08, -0.23], [-0.01, 0.00, 0.44], [-0.04, -0.07, -0.26], [0.05, 0.04, 0.00], [0.00, 0.00, -0.02], [-0.02, 0.02, 0.01], [0.03, 0.00, 0.01], [0.01, 0.01, 0.02], [0.00, 0.01, 0.02], [-0.02, -0.01, 0.02], [0.00, 0.00, -0.01], [-0.02, 0.03, -0.01], [0.00, -0.01, -0.05], [0.01, 0.00, 0.00], [-0.01, -0.01, 0.00], [0.00, 0.01, -0.05], [0.03, -0.17, -0.11], [0.20, 0.11, -0.05], [-0.05, 0.05, 0.25], [-0.08, -0.01, -0.12], [-0.01, 0.04, -0.02], [0.01, -0.11, 0.11], [0.02, -0.01, 0.01], [0.01, 0.05, 0.00], [-0.05, -0.01, -0.01], [0.02, -0.01, -0.01], [0.01, -0.02, 0.03], [-0.10, 0.49, -0.04], [-0.12, -0.15, 0.00], [0.19, 0.04, -0.02], [-0.04, -0.06, 0.00], [0.02, -0.02, 0.00], [-0.03, 0.08, -0.08], [0.08, 0.22, 0.04], [0.01, 0.00, -0.01], [0.00, 0.02, 0.01], [-0.02, -0.02, 0.00], [-0.04, -0.02, 0.01]], "nbo_charge": [0.87, 0.03, 0.03, -0.43, 0.12, 0.04, -0.32, 0.17, -0.17, 0.17, -0.22, 0.19, -0.42, 0.13, 0.04, -0.31, 0.03, 0.03, -0.42, -0.10, -0.23, 0.06, -0.36, 0.06, -0.24, 0.23, 0.23, 0.22, 0.24, 0.25, 0.22, 0.23, 0.23, 0.22, 0.21, 0.22, 0.22, -0.06, -0.03, -0.53, -0.23, -0.53, 0.39, 0.44, 0.22, 0.25, 0.26, 0.25, 0.20, 0.09, -0.27, -0.12, -0.23, 0.04, -0.55, 0.25, 0.25, 0.25, 0.20]}

***

{"formula": "C26H22AuN5S3", "method": "ωB97M-V with the def2-TZVPD basis set", "s_squared": 2.05, "charge": 2, "homo_energy_ev": [-12.41, -12.37], "total_energy_ha": -2607.3376, "orbital_gap_ev": [5.976, 3.282], "spin_multiplicity": 3, "symbols": ["Au", "N", "C", "N", "C", "C", "S", "C", "C", "S", "C", "N", "N", "H", "H", "H", "H", "H", "H", "N", "S", "C", "C", "C", "C", "C", "C", "C", "C", "C", "C", "C", "C", "H", "H", "H", "H", "H", "H", "H", "H", "H", "H", "H", "C", "C", "C", "C", "C", "C", "C", "C", "H", "H", "H", "H", "H"], "positions_angstrom": [[-0.4660, -0.0470, -0.4332], [-2.4998, -3.0088, -0.6577], [-1.2754, -3.2084, -1.1232], [-0.3098, -2.3192, -1.0496], [0.8439, -2.8060, -1.6083], [0.7530, -4.0995, -2.1118], [-0.7999, -4.7175, -1.8921], [1.9877, -1.9699, -1.6565], [3.2435, -2.3028, -2.1986], [4.3025, -1.0055, -2.0774], [3.0162, -0.0592, -1.3156], [1.8889, -0.7175, -1.1551], [3.1890, 1.2008, -0.9563], [-2.7345, -2.0990, -0.2852], [-3.2398, -3.6808, -0.7774], [1.5207, -4.6834, -2.5958], [3.5521, -3.2358, -2.6454], [4.0368, 1.7077, -1.1540], [2.3814, 1.7245, -0.6437], [-0.8450, -0.3559, 1.6577], [0.4573, -0.2453, 2.6468], [0.0983, 0.9614, 3.8769], [-0.9738, 0.7799, 4.7489], [-1.2505, 1.7769, 5.6667], [-0.4613, 2.9239, 5.7097], [0.6047, 3.0871, 4.8382], [0.8919, 2.0997, 3.9056], [0.4379, -1.7565, 3.5893], [-0.3338, -2.8247, 3.1628], [-0.2738, -4.0130, 3.8818], [0.5513, -4.1182, 4.9912], [1.3267, -3.0370, 5.3949], [1.2784, -1.8451, 4.6918], [-1.5551, 0.3103, 1.9533], [-1.5668, -0.1262, 4.7190], [-2.0750, 1.6590, 6.3568], [-0.6812, 3.6957, 6.4353], [1.2135, 3.9797, 4.8833], [1.7207, 2.2125, 3.2183], [-0.9873, -2.7120, 2.3088], [-0.8823, -4.8555, 3.5804], [0.5885, -5.0438, 5.5497], [1.9643, -3.1197, 6.2646], [1.8724, -0.9969, 5.0106], [-1.2370, 1.7346, -0.7021], [-1.7038, 2.8467, -0.8344], [-2.2374, 4.1690, -1.0301], [-3.4698, 4.5155, -0.4778], [-3.9802, 5.7906, -0.6636], [-3.2694, 6.7220, -1.4058], [-2.0445, 6.3816, -1.9614], [-1.5273, 5.1099, -1.7749], [-4.0206, 3.7816, 0.0960], [-4.9355, 6.0568, -0.2315], [-3.6722, 7.7151, -1.5546], [-1.4923, 7.1081, -2.5423], [-0.5737, 4.8355, -2.2069]], "forces_ev_per_a": [[-0.49, -0.12, -0.42], [-0.09, 0.04, 0.02], [0.07, 0.10, 0.05], [0.17, 0.00, 0.05], [-0.09, -0.35, -0.11], [0.18, 0.29, 0.07], [-0.20, -0.05, 0.06], [0.17, -0.01, -0.02], [-0.23, -0.06, 0.07], [0.09, 0.14, 0.01], [-0.09, -0.07, -0.03], [0.39, 0.08, -0.11], [-0.04, 0.09, -0.03], [0.00, -0.02, 0.01], [0.02, 0.00, -0.01], [-0.01, 0.03, 0.02], [-0.03, 0.02, 0.02], [0.01, -0.02, 0.01], [0.02, -0.01, 0.02], [-0.14, -0.04, 0.10], [0.22, 0.03, -0.13], [-0.11, 0.09, 0.05], [0.06, 0.06, 0.00], [0.02, 0.00, -0.01], [-0.03, -0.01, 0.01], [0.01, -0.01, -0.02], [-0.04, 0.03, 0.04], [-0.08, -0.16, 0.01], [0.00, -0.01, 0.11], [0.00, 0.01, 0.00], [0.00, 0.00, -0.01], [0.00, 0.00, 0.02], [0.02, -0.03, -0.01], [-0.02, -0.06, 0.04], [0.01, 0.00, 0.00], [0.01, 0.01, -0.01], [0.00, -0.01, 0.00], [-0.01, -0.01, 0.00], [-0.01, -0.01, 0.00], [0.02, -0.01, 0.00], [0.00, 0.01, 0.00], [0.00, 0.01, 0.00], [0.00, 0.00, -0.01], [0.00, 0.00, 0.00], [0.22, -0.06, 0.08], [-0.01, 0.38, 0.07], [0.05, -0.33, 0.01], [-0.14, 0.07, 0.06], [0.00, -0.11, 0.04], [-0.02, 0.06, -0.01], [0.08, -0.08, -0.01], [0.07, 0.12, -0.06], [0.00, 0.01, -0.01], [0.00, -0.01, 0.00], [0.00, -0.01, 0.00], [0.00, -0.01, 0.00], [-0.01, 0.01, -0.01]], "nbo_charge": [0.99, -0.73, 0.31, -0.59, 0.13, -0.32, 0.55, 0.17, -0.32, 0.55, 0.32, -0.55, -0.71, 0.44, 0.43, 0.27, 0.28, 0.43, 0.44, -1.11, 1.07, -0.20, -0.23, -0.19, -0.15, -0.19, -0.21, -0.17, -0.25, -0.18, -0.18, -0.18, -0.24, 0.40, 0.24, 0.24, 0.24, 0.24, 0.23, 0.23, 0.23, 0.24, 0.24, 0.23, -0.48, -0.04, -0.08, -0.19, -0.20, -0.18, -0.20, -0.19, 0.22, 0.23, 0.23, 0.23, 0.21]}

***

Number 1: molar mass 604.9 g mol⁻¹. Number 2: molar mass 440.5 g mol⁻¹. Number 3: molar mass 743.0 g mol⁻¹. Number 4: molar mass 697.7 g mol⁻¹.